# 1
DFT (ωB97M-V/def2-TZVPD) results for a cluster of 2 separate species, C6H12N in total at a distorted geometry.

Last column: natural (NBO) charge in e.
CARTESIAN COORDINATES (ANGSTROEM)
C1 -0.9689 1.6153 -0.4152  -0.185
C2 0.1327 0.8792 0.2267  0.054
C3 -0.3850 -0.4667 0.0556  0.419
C4 1.4674 1.3692 0.6359  -0.636
C5 -1.7162 -0.9992 0.4503  -0.718
C6 1.1542 -1.9870 -0.1240  -0.537
N1 -0.3402 0.4494 -1.0828  -0.447
H1 -2.1003 1.4872 -0.1330  0.252
H2 -0.6593 2.5195 -0.9343  0.249
H3 1.9956 2.0351 -0.1651  0.248
H4 2.0459 0.5552 0.7825  0.239
H5 1.4670 1.9384 1.5372  0.268
H6 -1.7162 -2.1180 0.2638  0.270
H7 -2.4032 -0.4369 -0.1880  0.237
H8 -1.9073 -0.6228 1.4938  0.262
H9 2.1276 -1.5644 -0.2574  0.192
H10 0.8032 -2.4477 -0.9649  0.166
H11 0.7288 -2.5422 0.7739  0.207
H12 0.2741 0.3363 -1.9549  0.459

Forces on atoms 1 to 3 (eV/Å):
-1.8 0.3 -0.4
0.1 0.5 1.6
-3.5 3.4 1.0

Spin multiplicity   3
HOMO level (spin up / spin down)   -10.4 / -16.1 eV
E_LUMO (spin up / spin down)   -2.956 / -6.713 eV
HOMO-LUMO gap (spin up / spin down)   0.275 / 0.346 Ha
Total charge   +1

---

# 2
DFT (ωB97M-V/def2-TZVPD) results for the molecule C3H3N3O at a distorted geometry.

Last column: natural (NBO) charge in e.
CARTESIAN COORDINATES (ANGSTROEM)
O1 -0.8438 -1.0749 1.4763  -0.657
C1 -0.2872 -0.3354 0.4818  0.472
C2 0.9725 0.2833 0.8467  -0.320
N1 1.7220 0.7367 -0.1125  0.081
N2 2.3277 1.1194 -0.9942  0.045
C3 -1.0284 -0.1358 -1.9026  -0.046
N3 -0.8297 -0.1744 -0.6500  -0.454
H1 -1.6393 -1.5007 1.1278  0.495
H2 1.3280 0.3807 1.8600  0.253
H3 -1.7218 0.7011 -2.1333  0.132

Forces on atoms 1 to 3 (eV/Å):
-0.2 -0.1 -0.1
0.0 0.2 -0.4
-0.1 -0.1 0.2

HOMO level   -7.5 eV
E_LUMO   0.445 eV
HOMO-LUMO gap   0.293 Ha

---

# 3
DFT (ωB97M-V/def2-TZVPD) results for the molecule C5H7F3 at a distorted geometry.

Last column: natural (NBO) charge in e.
CARTESIAN COORDINATES (ANGSTROEM)
C1 2.3948 -0.2138 0.6732  -0.608
C2 0.7976 -0.1940 0.6474  -0.295
C3 0.3550 -0.8817 -0.6381  0.176
F1 -0.6818 -1.7498 -0.6393  -0.326
C4 0.0301 0.4761 -0.2695  0.222
F2 0.5562 1.6989 -0.7771  -0.363
C5 -1.4310 0.8708 0.1200  0.052
F3 -2.0405 -0.1063 0.8161  -0.339
H1 3.0365 -0.3549 -0.4334  0.218
H2 2.7118 -1.0739 1.2944  0.226
H3 2.7316 0.9094 1.0801  0.229
H4 0.2447 -0.3278 1.6946  0.249
H5 1.2437 -1.1327 -1.2917  0.204
H6 -1.9502 1.1864 -0.8653  0.178
H7 -1.4026 1.8652 0.7256  0.177

Forces on atoms 1 to 3 (eV/Å):
1.0 2.9 -1.2
2.8 -3.2 4.4
1.0 -0.7 -0.6

Structure (SMILES)   C[C@@H]1[C@@H](F)[C@@]1(F)CF
HOMO level   -10.4 eV
E_LUMO   0.994 eV
HOMO-LUMO gap   0.419 Ha

---

# 4
DFT (ωB97M-V/def2-TZVPD) results for a structure of composition C35H36Br3HfN6O2Si2 at a distorted geometry.

Last column: Mulliken charge in e.
CARTESIAN COORDINATES (ANGSTROEM)
Hf1 -0.2174 0.6744 0.2419  0.660
Br1 6.7386 0.8511 0.7940  -0.119
C1 4.8820 0.8958 0.3192  -0.542
C2 4.3095 -0.1630 -0.4038  -1.004
C3 2.9655 -0.1524 -0.5797  -0.814
N1 2.1348 0.7782 -0.1742  1.319
C4 2.7104 1.9202 0.3435  0.686
C5 4.1229 1.9649 0.6918  -1.273
C6 1.8635 3.0514 0.4182  1.027
C7 2.3418 4.3104 0.9404  -1.163
C8 1.4714 5.4088 0.7549  -0.257
Br2 2.0459 7.1256 1.1895  -0.099
C9 0.1711 5.1999 0.2362  -0.838
C10 -0.2480 3.9280 -0.0856  -0.584
N2 0.6036 2.8678 0.0321  0.637
H1 4.8937 -0.9637 -0.8506  0.518
H2 2.5519 -0.9199 -1.2029  0.643
H3 4.4787 2.8345 1.2308  0.568
H4 3.3702 4.4535 1.2928  0.517
H5 -0.4594 6.0977 0.0093  0.415
H6 -1.1877 3.6872 -0.5839  0.594
Br3 2.2605 -0.4020 2.9239  0.005
C11 0.8463 0.7860 3.4342  -0.050
C12 0.8743 1.4309 4.6751  -0.550
C13 -0.1992 2.2317 5.0480  -0.532
C14 -1.2468 2.3754 4.1535  -0.585
C15 -1.2137 1.8692 2.8524  0.669
N3 -0.0922 1.0796 2.5083  0.472
C16 -2.2376 2.1982 1.8338  -0.281
O1 -3.3332 2.6084 2.1157  -0.609
O2 -1.7901 1.9731 0.5624  -0.594
H7 1.6502 1.2793 5.4432  0.441
H8 -0.1267 2.6620 6.0458  0.451
H9 -2.1464 2.9276 4.4061  0.581
C17 0.8943 0.0141 -4.4473  -1.180
Si1 0.3263 1.3935 -3.3186  0.172
C18 1.8366 2.4119 -2.8915  -1.079
C19 -0.7821 2.5820 -4.3118  -1.251
N4 -0.5262 0.5356 -1.9769  0.611
C20 -1.6846 -0.1263 -2.2913  0.985
C21 -2.2707 -0.2123 -3.5833  -0.542
C22 -3.5553 -0.7745 -3.8002  -1.079
C23 -4.3122 -1.2767 -2.7693  -1.374
C24 -3.7562 -1.2994 -1.5206  -0.701
C25 -2.4409 -0.7814 -1.1874  0.759
N5 -1.9367 -0.6660 0.0383  0.791
Si2 -2.7300 -1.6417 1.3027  0.266
C26 -4.2796 -0.6701 1.6778  -1.078
C27 -3.1276 -3.3572 0.6790  -1.279
C28 -1.6800 -1.9924 2.8145  -1.012
H10 0.8156 0.3413 -5.5214  0.317
H11 0.3269 -0.9302 -4.3592  0.368
H12 1.9901 -0.2271 -4.2919  0.337
H13 2.2491 2.6649 -3.8882  0.574
H14 2.6274 1.9411 -2.3021  0.288
H15 1.6125 3.3953 -2.4242  0.230
H16 -1.6351 2.9538 -3.6924  0.315
H17 -1.2440 1.9981 -5.1730  0.382
H18 -0.2614 3.4295 -4.7623  0.421
H19 -1.6792 0.2297 -4.3999  0.103
H20 -3.9124 -0.8075 -4.8293  0.384
H21 -5.2736 -1.7040 -2.9140  0.469
H22 -4.3591 -1.7297 -0.7353  0.272
H23 -4.8663 -1.3466 2.3607  0.411
H24 -4.8902 -0.4801 0.7722  0.278
H25 -4.0956 0.2597 2.2120  0.341
H26 -4.0497 -3.6357 1.2392  0.317
H27 -2.4080 -4.0974 1.0633  0.387
H28 -3.2321 -3.4664 -0.4434  0.415
H29 -1.7275 -1.2539 3.6076  0.351
H30 -0.6544 -2.3571 2.6386  0.087
H31 -2.2754 -2.8429 3.2110  0.484
N6 0.6611 -1.4878 0.2505  -0.150
C29 1.0103 -2.5962 0.2773  0.522
C30 1.3391 -3.9571 0.4767  0.199
C31 1.9648 -4.3009 1.7138  -0.419
C32 2.6141 -5.5286 1.8163  -0.522
C33 2.7113 -6.3475 0.6815  -0.463
C34 1.8576 -6.1547 -0.4001  -0.421
C35 1.1357 -4.9672 -0.5044  -0.630
H32 1.8424 -3.5795 2.5328  0.347
H33 3.0226 -5.7726 2.7828  0.412
H34 3.5124 -7.1046 0.6151  0.397
H35 1.8823 -6.8608 -1.2207  0.390
H36 0.6255 -4.6861 -1.4203  0.487

Forces on atoms 1 to 3 (eV/Å):
-1.5 -1.9 -4.1
-0.8 0.0 -0.3
1.1 -0.8 0.0

HOMO level (spin up / spin down)   -8.1 / -8.1 eV
E_LUMO (spin up / spin down)   -4.304 / -4.304 eV
HOMO-LUMO gap (spin up / spin down)   0.138 / 0.138 Ha
Total charge   +1

---

# 5
DFT (ωB97M-V/def2-TZVPD) results for a cluster of 2 separate species, C3H11O in total at a distorted geometry.

Last column: natural (NBO) charge in e.
CARTESIAN COORDINATES (ANGSTROEM)
O1 -2.3222 0.9672 1.5714  -0.766
H1 -3.2296 0.9129 1.1468  0.583
H2 -2.1971 1.8456 1.9823  0.571
H3 -1.5936 0.9157 0.8804  0.582
C1 1.4551 -0.1489 -1.6017  -0.608
C2 0.6944 -1.0432 -0.6137  -0.398
C3 0.3377 -0.2732 0.6552  -0.611
H4 1.6795 -0.5556 -2.5865  0.234
H5 2.4406 0.0782 -1.1872  0.214
H6 0.8970 0.7755 -1.7644  0.190
H7 1.3446 -1.8573 -0.3068  0.227
H8 -0.2414 -1.3377 -1.0910  0.197
H9 -0.5207 -0.7680 1.1201  0.193
H10 1.1641 -0.2902 1.3589  0.248
H11 0.0916 0.7790 0.4362  0.145

Forces on atoms 1 to 3 (eV/Å):
-0.5 0.4 -0.9
0.9 0.0 0.4
-0.3 0.1 0.4

HOMO level   -15.0 eV
E_LUMO   -5.159 eV
HOMO-LUMO gap   0.362 Ha
Total charge   +1

---

# 6
DFT (ωB97M-V/def2-TZVPD) results for the ion CH4IN2 with charge +1 at a distorted geometry.

Last column: natural (NBO) charge in e.
CARTESIAN COORDINATES (ANGSTROEM)
N1 -0.2556 1.1956 -0.0728  -0.719
C1 0.4018 0.0817 0.1013  0.341
N2 -0.4251 -1.2470 -0.0531  -0.763
I1 2.4745 -0.0140 0.1893  0.413
H1 -1.2722 1.3746 -0.4908  0.485
H2 0.4206 1.8809 -0.1184  0.427
H3 -1.3066 -1.1203 0.3277  0.392
H4 -0.0374 -2.1515 0.1167  0.424

Forces on atoms 1 to 3 (eV/Å):
-2.3 -1.6 -0.8
-3.5 -5.9 -1.3
4.1 5.3 -0.3

Structure (SMILES)   NC(=[NH2+])I
HOMO level   -15.2 eV
E_LUMO   -5.154 eV
HOMO-LUMO gap   0.369 Ha
Total charge   +1

---

Question: Which formula does entry 3 have?
Answer: C5H7F3

---

Question: Number 6 is which compound?
Answer: CH4IN2